(1)
ORCA calculation (ωB97M-V/def2-TZVPD) on C4H6N2O2 as an isolated structure.

Last column: natural (NBO) charge in e.
Geometry (Å):
C 2.2695 -0.5096 0.0542  -0.10
C 1.0178 -1.0137 0.1684  -0.14
C 0.9210 1.1219 -0.2879  0.09
C -1.6850 0.0494 0.2727  0.60
N 2.2183 0.8329 -0.3030  -0.47
N 0.1639 0.0570 0.0189  -0.43
O -2.0646 -0.8687 -0.7071  -0.66
O -2.0780 1.3039 0.2014  -0.66
H 3.1156 -1.1351 0.2041  0.20
H 0.4814 -1.8942 0.3110  0.19
H 0.8061 2.1818 -0.4810  0.21
H -1.6831 -0.2065 1.3635  0.18
H -1.8579 -1.6645 -0.3127  0.48
H -1.6252 1.7454 -0.5023  0.50

As for the total charge: 0. Its frontier orbital gap is 9.0 eV.

(2)
ORCA calculation (ωB97M-V/def2-TZVPD) on an isolated molecule of C4H6N2O2.

Last column: natural (NBO) charge in e.
Geometry (Å):
C 0.6103 2.2709 -0.0152  0.25
N 0.4278 2.1811 -1.3147  -0.11
O 0.5243 0.7437 -1.5027  -0.41
C 0.3279 0.0918 -0.1633  0.50
C -1.2370 -0.4732 0.1327  -0.28
N -0.6323 -1.6536 0.9345  -0.59
C 0.7005 -1.3588 0.2713  -0.28
O 0.8494 0.9969 0.6399  -0.48
H 0.5715 3.3584 0.3434  0.23
H -1.7208 0.1965 0.6842  0.18
H -1.7875 -0.7593 -0.8078  0.20
H -0.9147 -2.4445 0.4107  0.34
H 1.3712 -1.3252 1.0888  0.22
H 0.9094 -1.8247 -0.7018  0.21

As for the total charge: 0. Its frontier orbital gap is 10.1 eV. Its SMILES is C1=NOC2(CNC2)O1.

(3)
ORCA calculation (ωB97M-V/def2-TZVPD) on an isolated molecule of C4H6N2O2.

Last column: natural (NBO) charge in e.
Geometry (Å):
C 1.6143 0.2595 0.9421  -0.64
C 0.3057 0.0549 0.1698  0.06
C -0.6345 0.9524 -0.2688  0.17
O -0.7285 2.2165 0.1788  -0.65
C -1.5505 0.2334 -1.0459  -0.15
N -1.2851 -1.0577 -1.0495  -0.25
N -0.1613 -1.2941 -0.3866  0.11
O 0.6417 -2.3540 -0.2912  -0.50
H 1.6735 1.3261 1.1146  0.23
H 1.6915 -0.2341 1.8699  0.22
H 2.3892 0.0357 0.2781  0.22
H -1.5435 2.4801 -0.0805  0.47
H -2.5094 0.5326 -1.3181  0.20
H 0.0967 -3.1512 -0.1127  0.48

As for the total charge: 0. Its frontier orbital gap is 9.4 eV. Its SMILES is Cc1c(O)cnn1O.

(4)
ORCA calculation (ωB97M-V/def2-TZVPD) on an isolated molecule of C4H6N2O2.

Last column: natural (NBO) charge in e.
Geometry (Å):
O 3.6331 -0.2441 -0.7930  -0.56
C 2.6022 -0.3158 -1.4539  0.53
N 1.3106 -0.3576 -0.9190  -0.65
C 0.9604 -0.1060 0.3893  -0.07
C -0.3328 -0.1252 0.9645  -0.12
N -1.6310 -0.3147 0.3351  -0.69
C -2.7395 0.7282 0.8724  0.56
O -2.6799 1.1144 1.9956  -0.52
H 2.6559 -0.2918 -2.5229  0.13
H 0.3251 -0.8642 -1.3810  0.42
H 1.8306 0.0701 1.1437  0.24
H -0.5844 -0.2711 2.1306  0.24
H -1.7135 0.0176 -0.8447  0.35
H -3.6368 0.9602 0.0832  0.14

As for the total charge: 0. Its frontier orbital gap is 8.6 eV. Its SMILES is O=CN/C=C\NC=O.

(5)
ORCA calculation (ωB97M-V/def2-TZVPD) on C4H6N2O2S2 as an isolated structure.

Last column: natural (NBO) charge in e.
Geometry (Å):
C -1.3727 -0.3458 -0.1570  -0.07
C -3.0323 0.6366 -0.6498  0.34
C 2.6696 0.4830 -0.2327  -0.08
C 1.3325 0.0136 0.1929  -0.51
N -1.5785 -1.4138 0.4285  -0.05
N -2.2833 -1.9990 1.2215  -0.36
O -2.6728 1.2170 -1.6220  -0.54
O 2.9286 1.8511 -0.0395  -0.72
S -4.1432 0.2554 0.4218  -0.02
S -0.1093 0.4169 -0.9895  0.35
H 2.7592 0.0525 -1.2973  0.16
H 3.2705 -0.1774 0.3762  0.20
H 1.0180 0.5867 1.0401  0.22
H 1.3369 -1.0080 0.5570  0.23
H -2.4173 -3.0582 1.1042  0.36
H 2.2941 2.4895 -0.3545  0.49

As for the total charge: 0. Its frontier orbital gap is 8.1 eV.

(6)
ORCA calculation (ωB97M-V/def2-TZVPD) on C4H6N2O2S3 as an isolated structure.

Last column: natural (NBO) charge in e.
Geometry (Å):
C -1.5697 -1.9248 1.6173  -0.17
C -0.9350 -0.5984 -0.6991  -0.15
C 1.9097 1.2163 -1.3089  0.09
C -0.1723 1.7663 -0.2290  -0.09
H -2.7771 -0.4296 2.0383  0.49
H -1.0123 -3.1095 2.0639  0.25
H -0.4824 -0.9312 1.6862  0.22
H 1.7413 0.3781 -2.3564  0.16
H 2.1807 2.2666 -1.6220  0.25
H 3.2201 -0.1349 -0.7239  0.48
N 0.3703 -0.4369 -0.9594  -0.23
N 0.6617 0.8316 -0.7844  -0.31
O -2.8932 -1.6373 2.1445  -0.70
O 3.0250 0.7921 -0.5043  -0.72
S -1.7221 -2.1541 -0.5090  0.16
S 0.1181 3.3599 -0.0259  -0.06
S -1.6628 0.7457 0.1722  0.32

As for the total charge: 0. Its frontier orbital gap is 8.0 eV.

(7)
ORCA calculation (ωB97M-V/def2-TZVPD) on an isolated molecule of C4H6N2O3.

Last column: natural (NBO) charge in e.
Geometry (Å):
C -0.3728 -0.6906 -1.5923  -0.40
N 0.2311 -0.4607 -0.1708  -0.17
O 0.4094 -1.5949 0.6348  -0.38
C 0.2789 -1.2218 1.9085  0.21
O 0.5458 0.2357 2.0537  -0.45
C 0.2691 0.6015 0.7736  0.71
N -0.0080 1.7798 0.5260  -0.62
C 0.1131 2.1416 -0.8371  0.52
O 0.6054 1.4403 -1.7146  -0.60
H 0.4794 -0.5460 -2.2990  0.27
H -1.1088 -1.6617 -1.5657  0.22
H -1.1677 0.0174 -1.5485  0.21
H 1.0040 -1.6299 2.6977  0.20
H -0.8015 -1.3479 2.1098  0.15
H -0.4775 2.9372 -0.9762  0.12

As for the total charge: 0. Its frontier orbital gap is 9.7 eV. Its SMILES is CN1OCO/C1=N/C=O.

(8)
ORCA calculation (ωB97M-V/def2-TZVPD) on a 2-piece molecular cluster, C4H6N2O3S3 overall.

Last column: natural (NBO) charge in e.
Geometry (Å):
C 2.4029 -0.7895 -1.8062  -0.16
C -0.4275 1.8346 1.4321  0.43
C 0.0406 -0.9522 -2.2656  -0.10
C -0.4029 1.2767 2.8638  -0.73
N 2.0440 -2.0114 -1.6409  -0.21
N 0.7214 -2.0395 -1.9634  -0.40
O -0.1813 2.9458 1.1063  -0.52
O -2.3432 0.3056 0.6928  -0.91
O 0.0078 -0.5636 0.4892  -0.98
S 1.2211 0.4311 -2.1498  0.39
S -1.5460 -0.8005 -2.3343  -0.15
S -0.8792 0.5622 0.0720  1.39
H 3.4724 -0.5579 -1.6163  0.23
H -1.5112 1.5243 3.0225  0.25
H -0.2543 0.1839 2.8243  0.26
H 0.2892 1.8957 3.3453  0.24
H 0.2937 -3.0005 -2.0993  0.43
H -2.9475 -0.2449 0.0273  0.52

As for the total charge: 0. Its frontier orbital gap is 8.6 eV.

(9)
ORCA calculation (ωB97M-V/def2-TZVPD) on a 2-piece molecular cluster, C4H6N2OS overall.

Last column: natural (NBO) charge in e.
Geometry (Å):
C -0.5948 1.2074 -1.0834  -0.33
C -1.4665 1.0451 0.0263  0.02
C 0.1133 0.0479 -1.1355  0.04
C 0.1943 -1.9648 0.1564  -0.12
N -1.3025 -0.1141 0.5953  -0.30
N -0.3275 -0.7465 -0.1051  -0.29
O 2.6427 -0.5235 1.0756  -0.95
S -0.4783 -2.7648 1.4750  0.15
H -0.5240 2.0610 -1.7248  0.24
H -2.1890 1.7433 0.4032  0.21
H 0.8893 -0.2894 -1.7921  0.24
H 2.0138 -0.1726 1.7113  0.47
H 2.2738 -1.3442 0.7206  0.48
H -1.3982 -1.8603 1.8674  0.14

As for the total charge: 0. Its frontier orbital gap is 9.1 eV.

(10)
ORCA calculation (ωB97M-V/def2-TZVPD) on an isolated molecule of C4H6N2OS.

Last column: natural (NBO) charge in e.
Geometry (Å):
C 2.6958 1.2556 -0.0156  -0.40
N 1.5798 0.3251 -0.0288  -0.45
C 1.9057 -1.0012 0.0296  0.54
O 3.0127 -1.4474 -0.0143  -0.55
C 0.2582 0.7348 0.0480  0.36
N -0.7514 -0.0372 -0.0242  -0.53
C -2.0126 0.5043 -0.0439  -0.10
S -3.4317 -0.3506 0.0075  0.00
H 3.3369 0.9438 -0.7935  0.23
H 3.1404 1.2756 0.9482  0.21
H 2.3102 2.2836 -0.2016  0.21
H 0.9637 -1.6996 0.1199  0.16
H 0.2415 1.8138 0.2847  0.16
H -2.0676 1.5939 -0.1010  0.16

As for the total charge: 0. Its frontier orbital gap is 7.9 eV. Its SMILES is CN(C=O)/C=N/C=S.

(11)
ORCA calculation (ωB97M-V/def2-TZVPD) on C4H6N2OS as an isolated structure.

Last column: natural (NBO) charge in e.
Geometry (Å):
C -1.7646 -1.6848 -0.0852  -0.41
C -1.9786 -0.2822 -0.5501  0.01
C -0.4301 -1.8413 -0.0258  0.04
C 1.7419 1.3827 -0.3623  -0.79
N -0.9590 0.4249 -0.8387  -0.24
N 0.2874 -0.7688 -0.3723  -0.56
O 2.6943 -0.9393 0.4622  -0.94
S 1.9647 -0.4397 -0.6929  1.45
H -2.3978 -2.4637 0.1739  0.24
H -2.9638 0.1480 -0.8354  0.23
H 0.2520 -2.7409 0.3716  0.25
H 1.3231 1.6720 0.6584  0.25
H 1.0315 1.4810 -1.1672  0.24
H 2.6833 1.7770 -0.5840  0.22

As for the total charge: 0. Its frontier orbital gap is 9.4 eV.

(12)
ORCA calculation (ωB97M-V/def2-TZVPD) on an isolated molecule of C4H6N2OS.

Last column: natural (NBO) charge in e.
Geometry (Å):
C 3.0425 0.0545 0.0218  -0.42
N 1.5705 0.0754 -0.0151  -0.13
C 0.8728 1.2218 0.0118  0.30
N -0.4792 1.3064 -0.0130  -0.53
C -1.0226 0.1150 0.1454  0.04
S -2.6484 -0.0060 -0.0978  -0.08
C -0.2380 -1.1939 0.3594  -0.17
O 1.0296 -1.2331 -0.4031  -0.33
H 3.4197 -0.4097 1.0073  0.22
H 3.2507 -0.6435 -0.9166  0.23
H 3.3825 1.1078 -0.1502  0.22
H 1.4090 2.1394 0.2069  0.21
H 0.0743 -1.1431 1.4894  0.19
H -0.9658 -1.9477 0.1179  0.25

As for the total charge: 0. Its frontier orbital gap is 7.8 eV. Its SMILES is CN1C=NC(=S)CO1.

(13)
ORCA calculation (ωB97M-V/def2-TZVPD) on an isolated molecule of C4H6N2OS.

Last column: natural (NBO) charge in e.
Geometry (Å):
H -0.6899 -1.0381 1.8235  0.37
N -0.2927 -0.4121 2.5163  -0.62
C 0.1457 0.6873 2.0692  0.26
N 0.2390 1.1673 0.7403  -0.62
C 0.4433 0.5215 -0.4521  0.13
S 0.4498 1.3395 -1.8766  -0.09
C 0.6385 -0.9775 -0.4114  -0.60
C -0.6993 -1.6373 -0.6974  0.46
O -1.4302 -2.0778 0.1684  -0.52
H 0.5192 1.4464 2.7611  0.17
H 0.2246 2.1470 0.6433  0.41
H 1.3316 -1.2270 -1.1906  0.26
H 1.0495 -1.3398 0.5698  0.25
H -0.9827 -1.6470 -1.7738  0.14

As for the total charge: 0. Its frontier orbital gap is 8.8 eV. Its SMILES is [H]/N=C\NC(=S)CC=O.

(14)
ORCA calculation (ωB97M-V/def2-TZVPD) on an isolated molecule of C4H6N2OS.

Last column: natural (NBO) charge in e.
Geometry (Å):
O -2.2023 -0.7604 -0.1733  -0.52
N -0.8012 -0.7040 -0.4215  -0.15
C -0.0186 -1.6845 0.0335  0.20
N 1.2547 -1.8751 0.1141  -0.65
S 2.2050 -0.6463 -0.1615  0.49
C 1.2135 0.8643 -0.3140  -0.41
C 0.1784 1.5348 0.5842  -0.43
C -0.2947 0.6220 -0.5285  -0.08
H -2.3366 -0.9000 0.9519  0.45
H -0.4652 -2.6209 0.3830  0.20
H 1.6563 1.6386 -0.8944  0.23
H 0.1322 0.9149 1.5251  0.22
H 0.1881 2.5487 0.4528  0.23
H -0.7098 1.0678 -1.5515  0.22

As for the total charge: 0. Its frontier orbital gap is 7.9 eV. Its SMILES is ON1C=NS[C@@H]2C[C@@H]21.

(15)
ORCA calculation (ωB97M-V/def2-TZVPD) on a 3-piece molecular cluster, C4H6N2OS overall.

Last column: natural (NBO) charge in e.
Geometry (Å):
C 1.8411 -2.1474 -2.3936  -0.18
C 0.8769 -1.0890 -0.4644  -0.16
C -1.8945 1.3947 1.6549  -0.76
C -0.4373 0.9858 1.2592  0.40
N 1.2048 -2.9513 -1.5989  -0.27
N 0.7284 -2.3369 -0.5541  -0.32
O 0.3651 1.8989 0.9860  -0.57
S 1.6646 -0.4872 -2.0330  0.22
H 2.3035 -2.3993 -3.3460  0.22
H -2.2640 1.9103 0.7447  0.23
H -1.8139 2.1090 2.4678  0.23
H -2.6692 0.6468 1.8645  0.26
H 0.1954 -0.2506 0.5091  0.24
H -0.1009 2.7165 0.9037  0.47

As for the total charge: 0. Its frontier orbital gap is 8.1 eV.

(16)
ORCA calculation (ωB97M-V/def2-TZVPD) on a 2-piece molecular cluster, C4H6N2OS2 overall.

Last column: natural (NBO) charge in e.
Geometry (Å):
C 0.0550 0.7433 -0.8050  0.22
C -2.4730 1.2454 -3.1953  0.42
C 0.1706 -0.4541 2.0341  -0.73
C -0.4278 -0.5921 -0.5993  -0.66
N 0.3745 1.8131 -0.4930  0.00
N 0.4629 3.0500 -0.3936  -0.57
O -2.0148 1.0079 -4.2195  -0.45
S -3.0366 1.8422 -1.8839  0.03
S -1.1774 -1.0860 0.9740  0.20
H 0.9752 -1.1011 1.6799  0.22
H -0.0600 -0.6870 3.0235  0.23
H 0.2269 0.7048 1.8577  0.23
H 0.3102 -1.4203 -0.8007  0.26
H -1.1849 -0.9410 -1.3335  0.27
H 1.3741 3.3081 -0.1588  0.33

As for the total charge: 0. Its frontier orbital gap is 9.0 eV.

(17)
ORCA calculation (ωB97M-V/def2-TZVPD) on an isolated molecule of C4H6N2S.

Last column: natural (NBO) charge in e.
Geometry (Å):
S 2.3663 0.6894 0.1122  0.04
N 0.7835 0.4233 1.0097  -0.49
C -0.0952 -0.0206 0.1540  0.17
C -0.4028 -0.5038 -1.1293  -0.35
C -1.6754 -0.7638 -1.2351  0.05
N -2.4237 -0.3253 -0.1387  -0.55
C -1.4336 -0.2328 0.8123  -0.25
H 3.0206 1.0953 1.2890  0.14
H 0.3225 -0.4441 -2.1347  0.24
H -2.2955 -1.1285 -1.9725  0.21
H -2.9192 -1.3556 0.1906  0.37
H -1.6932 0.5422 1.7895  0.23
H -1.1716 -1.2989 1.3344  0.20

As for the total charge: 0. Its frontier orbital gap is 8.5 eV. Its SMILES is S/N=C1\C=CNC1.

(18)
ORCA calculation (ωB97M-V/def2-TZVPD) on an isolated molecule of C4H6N2S2.

Last column: natural (NBO) charge in e.
Geometry (Å):
S 0.1507 1.0399 3.4028  -0.16
C 0.0644 0.8130 1.7298  -0.18
N 0.2251 -0.4815 1.2308  -0.61
C -0.3776 -1.0979 0.0862  -0.23
C 0.3540 -0.5556 -1.1960  -0.48
C 0.0819 0.9322 -1.5477  0.14
N -0.2702 1.9265 -0.8572  -0.58
S -0.4939 2.0444 0.7877  0.61
H 0.3234 -1.0133 2.0537  0.41
H -1.4497 -0.7840 0.0752  0.20
H -0.2214 -2.2262 0.1314  0.23
H 0.1384 -1.0653 -2.2184  0.23
H 1.3673 -0.7377 -1.1154  0.23
H 0.1077 1.2055 -2.5628  0.18

As for the total charge: 0. Its frontier orbital gap is 8.4 eV. Its SMILES is S=C1NCCC=NS1.